(1)
Here is C4H4N4 in the gas phase from OMol25. Energies are from ωB97M-V/def2-TZVPD.

## Properties
* SMILES: [H]/N=c1/ccnncn1
* HOMO: -8.9 eV
* max |F|: 11.376 eV Å⁻¹
* E: -373.6366 a.u.
* lowest unoccupied orbital energy: -1.177 eV

```
12
C4H4N4 (ωB97M-V/def2-TZVPD)
C 1.1086 0.1114 0.1192
C 0.3076 1.2868 -0.0669
C -1.1208 1.2537 -0.2193
C -0.5629 -1.5503 -0.2994
H 2.4725 -1.0061 0.7450
H 1.1195 2.0825 -0.4368
H -1.8928 2.1311 -0.2982
H -0.9883 -2.4768 -0.6331
N 2.2373 0.0742 0.4317
N -1.9110 0.2101 0.3971
N -1.4798 -0.9381 0.5704
N 0.7100 -1.1785 -0.3095
```

Here are the natural (NBO) charges for atoms 1 to 5, given in e: C 0.28; C -0.22; C -0.09; C 0.23; H 0.37



(2)
Here is C4H6N2 in the gas phase from OMol25. Energies are from ωB97M-V/def2-TZVPD.

## Properties
* SMILES: C1=NN2C[C@H]2C1
* HOMO: -8.8 eV
* max |F|: 7.931 eV Å⁻¹
* E: -265.3437 a.u.
* lowest unoccupied orbital energy: 0.963 eV

```
12
C4H6N2 (ωB97M-V/def2-TZVPD)
C -0.0070 -0.5079 1.1120
C -1.0456 -0.9568 0.1808
C 0.5469 1.4077 -0.2440
C 0.9983 0.0515 0.3277
H -0.2454 0.3323 1.8379
H 0.6266 -1.4334 1.6108
H -2.1142 -1.4080 0.3251
H -0.3389 1.6895 0.5092
H 1.3267 2.1928 -0.5521
H 2.1390 -0.1793 0.7084
N -0.9742 -0.3324 -0.8493
N 0.3530 0.1665 -0.9647
```

Here are the natural (NBO) charges for atoms 1 to 5, given in e: C -0.52; C 0.06; C -0.27; C -0.11; H 0.24



(3)
Here is a molecular structure, Cl3Cs2O12 from OMol25. Energies are from ωB97M-V/def2-TZVPD.

## Properties
* HOMO: -6.0 eV
* net charge: -1
* max |F|: 12.482 eV Å⁻¹
* E: -2322.9969 a.u.
* lowest unoccupied orbital energy: 0.045 eV

```
17
Cl3Cs2O12 (ωB97M-V/def2-TZVPD)
Cs -18.7467 17.1851 12.5850
Cs -18.8508 15.0923 16.6309
Cl -23.0661 16.0876 14.7560
O -23.3982 14.9371 13.9691
O -21.7472 16.2197 14.8450
O -23.8007 17.0825 14.2433
O -23.5671 16.0154 16.1747
Cl -19.3307 12.5454 13.0355
O -18.7178 11.3849 13.4173
O -19.7658 13.3468 14.0923
O -18.4327 13.4574 12.2725
O -20.6209 12.2762 12.2842
Cl -17.6229 13.6777 19.9822
O -17.3446 13.5331 21.3269
O -18.7155 14.5709 19.7006
O -16.4327 14.3585 19.6034
O -17.9385 12.5002 19.2012
```

Here are the Löwdin charges for atoms 1 to 5, given in e: Cs 0.95; Cs 1.02; Cl 0.51; O -0.34; O -0.39